1.
ORCA calculation (ωB97M-V with the def2-TZVPD basis set) on a molecular structure, C35H37ClP2Pd at a distorted geometry.

The calculation puts the HOMO energy (alpha / beta) at -7.73 / -7.73 eV. The calculation puts the max |F| at 0.0359 hartree/bohr. As for the expectation value of S²: 2.01. The gap between HOMO and LUMO (alpha / beta) comes out at 7.5 / 5.4 eV. The total energy comes out at -2626.4654 a.u. The multiplicity is 3.

```
76
C35H37ClP2Pd, DFT ωB97M-V with the def2-TZVPD basis set
Pd -3.41 1.95 1.80
C -6.48 -1.98 2.28
C -5.15 -2.20 2.19
C -4.38 -2.87 1.11
C -3.96 -1.96 -0.09
C -4.98 -1.00 -0.62
C -6.32 -1.10 -0.53
C -7.05 -2.36 -0.20
C -7.52 -2.35 1.26
C -5.05 2.54 0.81
H -6.89 -1.77 3.26
H -4.54 -1.93 3.06
H -4.86 -3.78 0.72
H -3.45 -3.24 1.58
H -3.09 -1.39 0.25
H -3.63 -2.63 -0.91
H -4.56 -0.11 -1.10
H -6.96 -0.24 -0.76
H -6.41 -3.24 -0.38
H -7.95 -2.43 -0.84
H -8.33 -1.62 1.39
H -8.00 -3.32 1.46
H -5.59 3.26 1.44
H -5.63 1.63 0.60
H -4.74 3.03 -0.12
P 3.08 0.40 1.35
P 2.64 1.76 -1.55
C 3.24 -0.54 -0.17
C 3.26 0.08 -1.38
C 4.61 -0.09 2.28
C 5.33 -1.26 2.07
C 6.42 -1.59 2.90
C 6.84 -0.70 3.89
C 6.18 0.53 4.04
C 5.07 0.84 3.25
C 1.70 -0.58 2.08
C 0.45 -0.38 1.45
C -0.67 -1.02 1.97
C -0.57 -1.82 3.10
C 0.68 -2.04 3.69
C 1.83 -1.44 3.18
C 3.92 2.32 -2.78
C 5.24 2.41 -2.29
C 6.29 2.73 -3.15
C 6.03 3.02 -4.50
C 4.72 2.97 -4.98
C 3.67 2.62 -4.12
C 1.15 1.61 -2.63
C 0.32 2.75 -2.70
C -0.77 2.77 -3.57
C -1.05 1.62 -4.34
C -0.28 0.47 -4.20
C 0.82 0.45 -3.34
H 3.25 -1.64 -0.10
H 3.70 -0.40 -2.27
H 5.04 -1.93 1.27
H 6.92 -2.53 2.75
H 7.68 -0.96 4.53
H 6.53 1.25 4.79
H 4.56 1.80 3.37
H 0.39 0.26 0.57
H -1.65 -0.84 1.49
H -1.48 -2.28 3.50
H 0.75 -2.68 4.57
H 2.80 -1.64 3.63
H 5.43 2.21 -1.24
H 7.31 2.75 -2.78
H 6.86 3.27 -5.17
H 4.51 3.21 -6.02
H 2.65 2.56 -4.51
H 0.53 3.63 -2.08
H -1.38 3.66 -3.67
H -1.88 1.63 -5.05
H -0.50 -0.43 -4.77
H 1.42 -0.45 -3.22
Cl -4.68 0.76 3.18
```

---

2.
ORCA calculation (ωB97M-V with the def2-TZVPD basis set) on a molecular structure, C35H37CoN2OPS.

The calculation puts the HOMO energy at -10.80 eV. The calculation puts the max |F| at 0.0123 hartree/bohr. As for the total charge: +1. The gap between HOMO and LUMO comes out at 7.5 eV. The total energy comes out at -3662.7871 a.u.

```
78
C35H37CoN2OPS, DFT ωB97M-V with the def2-TZVPD basis set
Co 0.56 -1.02 0.41
S 1.15 -1.38 2.61
C 2.61 -0.73 1.91
C 3.86 -0.52 2.48
C 4.85 0.01 1.67
C 4.59 0.32 0.33
C 3.32 0.08 -0.16
N 2.37 -0.43 0.62
H 4.04 -0.77 3.51
H 5.83 0.19 2.08
H 5.35 0.73 -0.31
H 3.03 0.28 -1.19
C 1.10 -3.59 -0.57
C -0.30 -4.12 -0.29
C -0.37 -4.72 1.12
C -1.34 -3.03 -0.53
C -2.79 -3.43 -0.24
O -3.16 -2.63 0.92
C -2.16 -1.78 1.16
N -1.13 -1.90 0.40
C -2.37 -0.80 2.23
C -3.37 -1.05 3.16
C -3.64 -0.13 4.16
C -2.93 1.06 4.21
C -1.94 1.32 3.27
C -1.63 0.39 2.29
P -0.40 0.80 1.01
C 0.77 2.00 1.64
C 1.47 2.76 0.69
C 2.46 3.63 1.10
C 2.77 3.76 2.44
C 2.09 3.00 3.39
C 1.10 2.12 2.99
C -1.45 1.69 -0.18
C -2.22 0.97 -1.09
C -3.15 1.62 -1.89
C -3.31 3.00 -1.80
C -2.55 3.72 -0.88
C -1.64 3.07 -0.07
H 1.84 -4.38 -0.50
H 1.41 -2.87 0.22
H 1.18 -3.11 -1.55
H -0.51 -4.91 -1.02
H -0.12 -3.96 1.87
H 0.35 -5.53 1.22
H -1.35 -5.13 1.36
H -1.22 -2.65 -1.54
H -2.92 -4.47 0.02
H -3.48 -3.17 -1.04
H -3.94 -1.96 3.09
H -4.41 -0.33 4.89
H -3.15 1.79 4.97
H -1.41 2.27 3.31
H 1.23 2.66 -0.36
H 2.99 4.22 0.36
H 3.55 4.45 2.76
H 2.34 3.09 4.44
H 0.60 1.51 3.73
H -2.08 -0.10 -1.20
H -3.73 1.06 -2.60
H -4.02 3.51 -2.43
H -2.68 4.79 -0.80
H -1.07 3.64 0.65
C 1.88 -0.27 -4.63
C 0.60 0.27 -3.97
C -0.63 -0.24 -4.72
C 0.62 1.80 -3.99
C 0.54 -0.18 -2.57
C 0.50 -0.54 -1.41
H 1.92 0.06 -5.67
H 1.89 -1.36 -4.61
H 2.77 0.10 -4.12
H -0.61 0.10 -5.76
H -1.55 0.14 -4.26
H -0.66 -1.33 -4.72
H 0.66 2.17 -5.02
H 1.49 2.19 -3.46
H -0.28 2.21 -3.51
```

---

3.
ORCA calculation (ωB97M-V with the def2-TZVPD basis set) on a molecular structure, C35H37DyN3P2S5 at a distorted geometry.

The calculation puts the HOMO energy (alpha / beta) at -10.02 / -10.01 eV. The calculation puts the max |F| at 0.0268 hartree/bohr. As for the total charge: +1. As for the expectation value of S²: 9.34. The gap between HOMO and LUMO (alpha / beta) comes out at 7.1 / 7.2 eV. The total energy comes out at -5078.8066 a.u. The multiplicity is 6.

```
83
C35H37DyN3P2S5, DFT ωB97M-V with the def2-TZVPD basis set
Dy 1.25 -0.55 -1.46
S 2.60 -2.58 -5.36
C 2.25 -1.58 -4.11
S 0.72 -0.69 -4.06
S 3.36 -1.35 -2.77
C -2.56 1.68 4.79
S -1.19 2.84 5.04
C -1.38 3.92 3.60
C -0.49 3.57 2.41
C -0.67 2.12 1.99
N 0.06 1.73 0.76
P 1.68 1.14 0.83
C 2.36 1.89 2.33
C 3.08 3.08 2.16
C 3.58 3.75 3.26
C 3.37 3.23 4.54
C 2.68 2.04 4.70
C 2.19 1.36 3.60
C 1.54 -0.62 1.36
C 2.70 -1.38 1.18
C 2.76 -2.70 1.62
C 1.64 -3.26 2.22
C 0.47 -2.53 2.36
C 0.41 -1.21 1.92
P -0.66 1.56 -0.78
C -2.06 0.39 -0.67
C -3.12 0.46 0.24
C -4.11 -0.51 0.25
C -4.06 -1.56 -0.67
C -3.05 -1.61 -1.61
C -2.05 -0.65 -1.60
C -1.45 3.16 -1.11
C -2.75 3.27 -1.58
C -3.28 4.51 -1.89
C -2.50 5.65 -1.73
C -1.19 5.55 -1.29
C -0.66 4.31 -0.98
H -2.68 1.12 5.71
H -2.37 0.98 3.97
H -3.48 2.23 4.60
H -1.15 4.92 3.95
H -2.43 3.91 3.31
H 0.55 3.76 2.67
H -0.75 4.23 1.57
H -1.73 1.93 1.83
H -0.36 1.47 2.81
H 3.24 3.48 1.17
H 4.13 4.67 3.13
H 3.76 3.76 5.40
H 2.53 1.63 5.69
H 1.67 0.42 3.74
H 3.59 -0.92 0.75
H 3.66 -3.28 1.48
H 1.68 -4.29 2.56
H -0.41 -2.99 2.81
H -0.51 -0.65 2.02
H -3.22 1.30 0.92
H -4.92 -0.44 0.96
H -4.84 -2.32 -0.66
H -3.04 -2.41 -2.34
H -1.30 -0.66 -2.39
H -3.36 2.38 -1.71
H -4.29 4.59 -2.25
H -2.92 6.62 -1.97
H -0.58 6.44 -1.18
H 0.37 4.23 -0.65
C -0.41 -4.11 -5.86
C 0.33 -4.51 -4.63
C 1.21 -5.55 -4.53
C 1.89 -5.73 -3.32
N 1.65 -4.97 -2.25
C 0.77 -4.00 -2.34
S 0.30 -3.05 -0.96
N 0.13 -3.77 -3.52
C 2.95 -6.77 -3.17
H -0.23 -4.81 -6.66
H -0.06 -3.12 -6.17
H -1.48 -4.05 -5.67
H 1.41 -6.18 -5.39
H -0.43 -2.92 -3.58
H 3.00 -7.43 -4.03
H 2.78 -7.34 -2.26
H 3.91 -6.26 -3.06
```